Computed, not measured: a molecular structure, C21H28ClGaN3O2 at a distorted geometry, with ωB97M-V/def2-TZVPD.

CARTESIAN COORDINATES (ANGSTROEM)
Ga: 0.75 -0.01 1.03
Cl: 2.22 -0.05 -0.59
N: 0.18 2.02 0.71
N: 0.11 -2.03 0.72
C: -0.65 2.69 -0.08
C: -0.71 -2.70 -0.08
C: 1.10 3.04 1.32
C: 1.06 4.13 0.27
C: 2.50 2.52 1.59
C: 0.48 3.52 2.63
H: 2.93 2.09 0.68
H: 2.48 1.77 2.39
H: 3.13 3.37 1.91
H: -0.49 4.01 2.43
H: 1.15 4.24 3.11
H: 0.33 2.66 3.29
C: 1.00 -3.06 1.37
C: 0.95 -4.18 0.34
C: 0.34 -3.49 2.68
C: 2.41 -2.57 1.64
H: 2.87 -2.17 0.73
H: 3.01 -3.43 1.99
H: 2.40 -1.80 2.42
H: -0.64 -3.94 2.48
H: 0.22 -2.61 3.32
H: 0.98 -4.22 3.18
O: -0.29 -3.92 -0.41
H: 0.88 -5.19 0.75
H: 1.78 -4.12 -0.38
O: -0.21 3.89 -0.44
H: 1.87 4.03 -0.47
H: 1.03 5.16 0.66
C: -2.03 2.33 -0.54
C: -2.08 -2.32 -0.58
C: -2.09 -1.16 -1.53
H: -2.65 -2.03 0.31
H: -2.53 -3.22 -1.02
C: -2.79 0.02 -1.22
C: -2.07 1.19 -1.52
H: -3.70 0.02 -0.61
C: -1.40 1.23 -2.76
C: -1.18 0.02 -3.41
C: -0.93 2.52 -3.34
C: -1.43 -1.20 -2.77
H: -0.69 0.02 -4.39
C: -0.96 -2.48 -3.37
H: -0.65 -2.31 -4.41
H: -1.77 -3.23 -3.37
H: -0.11 -2.91 -2.82
H: -1.73 3.27 -3.33
H: -0.60 2.36 -4.37
H: -0.08 2.93 -2.77
H: -2.49 3.24 -0.95
H: -2.58 2.03 0.36
N: 0.64 0.02 4.21
C: 0.69 0.01 3.03

Its highest occupied orbital energy (spin up / spin down) is -1.06 / -1.03 eV. Its charge is -1. For the total energy, the calculation gives -95694.273 eV.